1.
16
Properties=species:S:1:pos:R:3 method="wB97M-V/def2-TZVPD" smiles="Nc1ncccc1C(=O)O" e_tot_ev=-13394.1368 relative_energy_kcal_mol=11.3 spin_multiplicity=1
N -1.4408 -0.3206 1.8314
C -0.9782 -0.2999 0.5524
N -1.8386 -0.6771 -0.4726
C -1.3747 -0.6830 -1.7581
C 0.0497 -0.4124 -2.1032
C 0.8830 0.1134 -1.1209
C 0.2786 0.1927 0.1611
C 1.1963 0.5644 1.2033
O 1.2569 0.4793 2.4472
O 2.2661 1.1535 0.5372
H -0.7454 0.0611 2.5391
H -2.4244 -0.1406 1.9899
H -2.1722 -0.8978 -2.4530
H 0.2815 -0.7550 -3.0835
H 1.9027 0.1450 -1.4665
H 2.8595 1.4768 1.1962

2.
18
Properties=species:S:1:pos:R:3 method="wB97M-V/def2-TZVPD" e_tot_ev=-26267.8286 relative_energy_kcal_mol=218.7 spin_multiplicity=1
C 0.1386 1.3630 0.0797
C -0.2314 -0.0222 0.1224
C 0.6170 -1.0878 -0.1459
C 1.0993 2.2590 -0.1323
C -0.8711 2.4943 0.2993
C 0.0169 -2.4973 -0.3769
N 1.9011 -1.0629 0.0329
N -1.6594 -0.2783 -0.0179
O -2.2765 -0.8925 0.7536
O -2.1458 0.2209 -1.0022
O 4.1774 -0.4142 0.5379
S 2.9930 0.1451 0.0419
H -0.5277 3.5541 0.3017
H -1.3065 2.3505 1.2674
H -1.7064 2.4002 -0.4511
H 0.7876 -3.0388 -0.9802
H -0.9369 -2.2895 -0.8483
H -0.0690 -3.2037 0.5180

3.
18
Properties=species:S:1:pos:R:3 method="wB97M-V/def2-TZVPD" e_tot_ev=-17480.3550 relative_energy_kcal_mol=180.2 spin_multiplicity=1
C -2.7923 -0.4853 -1.0853
C -2.8845 0.5188 -0.0249
C -1.8991 -1.2088 -1.6258
C -2.0282 0.7576 0.9372
C 4.6438 0.3635 -0.3902
C 0.0045 -0.2265 -0.0169
N 1.2484 -0.5526 0.1543
N -0.7073 0.4479 0.9367
O 4.4068 0.6135 -1.4600
O 4.9043 0.1838 0.6896
O 2.1246 -1.0038 -0.5975
O 1.8043 -0.2021 1.5225
H -3.6217 -0.1880 -1.8167
H -3.8954 0.8894 0.0702
H -1.6258 -2.0174 -2.2572
H -2.2580 1.4575 1.8415
H -0.2543 1.0219 1.6738
H 2.8298 -0.3697 1.4489